Entry 1:
{"formula": "C23H55BeClN2O24P5", "method": "ωB97M-V with the def2-TZVPD basis set", "species": ["Be", "Cl", "O", "O", "O", "O", "C", "O", "P", "O", "O", "C", "O", "C", "H", "H", "H", "H", "H", "H", "H", "H", "H", "C", "O", "P", "O", "O", "C", "O", "C", "H", "H", "H", "H", "H", "H", "H", "H", "H", "C", "O", "P", "O", "O", "C", "O", "C", "H", "H", "H", "H", "H", "H", "H", "H", "H", "C", "O", "P", "O", "O", "C", "O", "C", "H", "H", "H", "H", "H", "H", "H", "H", "H", "C", "O", "P", "O", "O", "C", "O", "C", "H", "H", "H", "H", "H", "H", "H", "H", "H", "N", "C", "C", "C", "C", "H", "H", "H", "H", "H", "N", "C", "C", "C", "C", "H", "H", "H", "H", "H"], "positions_angstrom": [[2.8240, -2.6321, -2.8358], [0.3096, -0.5916, -0.1410], [0.4245, 0.8413, -0.4825], [-0.9881, -1.1128, -0.6166], [1.3688, -1.2488, -0.8060], [0.3513, -0.7590, 1.2797], [-5.8059, 4.2881, -4.0442], [-4.7482, 3.6833, -3.3807], [-4.5286, 3.5061, -1.7848], [-5.2892, 4.4635, -0.9113], [-4.9058, 1.9419, -1.5941], [-6.1868, 1.3544, -1.7714], [-2.9016, 3.5000, -1.6251], [-2.2503, 2.4971, -2.4064], [-5.4509, 5.1951, -4.5334], [-6.7473, 4.4182, -3.5104], [-6.0982, 3.5658, -4.8064], [-6.0815, 0.5104, -2.4530], [-6.8938, 2.0840, -2.1664], [-6.7036, 0.9459, -0.9030], [-1.3710, 2.8776, -2.9260], [-2.9040, 2.0960, -3.1809], [-2.1305, 1.7470, -1.6247], [-3.3341, 0.6855, 1.5734], [-3.6188, -0.5801, 2.0372], [-4.9751, -0.9622, 2.8310], [-5.7950, 0.1680, 3.3170], [-5.7170, -1.8486, 1.7497], [-7.0986, -2.2207, 1.7420], [-4.3342, -2.0094, 3.9426], [-3.4678, -1.5144, 4.9219], [-2.3435, 0.9740, 1.9251], [-4.0854, 1.4504, 1.7701], [-3.1999, 0.5353, 0.5022], [-7.5145, -2.6627, 0.8367], [-7.7250, -1.3554, 1.9586], [-7.1869, -2.9974, 2.5017], [-2.4952, -1.9910, 5.0446], [-4.0228, -1.5653, 5.8586], [-3.2615, -0.4476, 4.8351], [1.6977, 0.7134, 4.4916], [2.7844, 1.4874, 4.0227], [3.0288, 2.9590, 4.7200], [2.0009, 3.5108, 5.6136], [4.4193, 2.7729, 5.5683], [5.5237, 2.0116, 5.0072], [3.3767, 3.9596, 3.5305], [2.3554, 4.4095, 2.6968], [1.0443, 1.3170, 5.1215], [2.2153, -0.0599, 5.0592], [1.0447, 0.2634, 3.7438], [5.3760, 1.7210, 3.9671], [5.6722, 1.0806, 5.5543], [6.4368, 2.6064, 5.0288], [2.6953, 4.2044, 1.6816], [2.1888, 5.4792, 2.8234], [1.4722, 3.7880, 2.8443], [4.4691, -0.5858, -6.6642], [3.8346, 0.6018, -6.2626], [3.4206, 0.8451, -4.7257], [2.6590, -0.2962, -4.1115], [4.7992, 1.2256, -3.9650], [5.7455, 2.1188, -4.5368], [2.6464, 2.2796, -4.7185], [1.9881, 2.7373, -3.5269], [5.4790, -0.4886, -7.0629], [3.8611, -1.1716, -7.3536], [4.6649, -1.2654, -5.8348], [6.7430, 1.6843, -4.4710], [5.6847, 3.0794, -4.0253], [5.5447, 2.1769, -5.6065], [2.6878, 3.5082, -3.2040], [1.8326, 1.9522, -2.7869], [1.0111, 3.1804, -3.7200], [7.0291, 1.2552, -1.3965], [6.7266, -0.0277, -0.7653], [5.1884, -0.4696, -0.4818], [4.6457, -1.4167, -1.5598], [5.1987, -1.0927, 0.9961], [3.9925, -1.5203, 1.6524], [4.3555, 0.9638, -0.3680], [4.5730, 1.8371, 0.7416], [6.2649, 1.9723, -1.6962], [7.3988, 0.9973, -2.3889], [7.7064, 1.8140, -0.7506], [3.1050, -0.9163, 1.4636], [4.2205, -1.5059, 2.7182], [3.7770, -2.5857, 1.5722], [3.6106, 1.8161, 1.2528], [4.8039, 2.8530, 0.4211], [5.2973, 1.4271, 1.4455], [-1.6862, -3.1477, 2.4514], [-0.9329, -3.8690, 3.3628], [-1.7784, -4.8681, 3.8213], [-3.0021, -4.7954, 3.1339], [-2.9022, -3.6927, 2.2213], [-1.2625, -2.3812, 1.9481], [0.0718, -3.6243, 3.6745], [-1.6118, -5.6877, 4.5046], [-3.7764, -5.5428, 3.2237], [-3.5385, -3.3426, 1.4220], [-2.5639, -4.7736, -2.9537], [-2.6126, -4.6659, -1.5581], [-3.3610, -5.6912, -1.0658], [-3.7318, -6.5434, -2.0951], [-3.2140, -5.9568, -3.1975], [-2.1407, -4.1026, -3.5787], [-2.2390, -3.8014, -1.0295], [-3.5010, -5.8783, -0.0114], [-4.4124, -7.3660, -1.9321], [-3.2199, -6.3062, -4.2194]], "homo_lumo_gap_ev": 1.92, "spin_multiplicity": 1, "lumo_ev": -8.21, "energy_ha": -5005.971799, "charge": 1}


Entry 2:
{"formula": "C34H45BCl36NO4Si", "method": "ωB97M-V with the def2-TZVPD basis set", "species": ["C", "N", "C", "C", "C", "C", "C", "C", "C", "C", "C", "C", "Si", "C", "C", "C", "C", "C", "C", "C", "C", "O", "B", "O", "C", "C", "C", "C", "O", "C", "C", "O", "H", "H", "H", "H", "H", "H", "H", "H", "H", "H", "H", "H", "H", "H", "H", "H", "H", "H", "H", "H", "H", "H", "H", "H", "H", "H", "H", "H", "H", "H", "H", "H", "H", "H", "H", "H", "H", "H", "H", "H", "H", "H", "H", "H", "H", "C", "Cl", "Cl", "Cl", "Cl", "C", "Cl", "Cl", "Cl", "Cl", "C", "Cl", "Cl", "Cl", "Cl", "C", "Cl", "Cl", "Cl", "Cl", "C", "Cl", "Cl", "Cl", "Cl", "C", "Cl", "Cl", "Cl", "Cl", "C", "Cl", "Cl", "Cl", "Cl", "C", "Cl", "Cl", "Cl", "Cl", "C", "Cl", "Cl", "Cl", "Cl"], "positions_angstrom": [[3.0461, -0.3704, 3.4937], [2.5369, -1.4256, 2.6262], [1.2075, -1.9339, 3.0381], [0.0292, -1.5966, 2.1009], [-0.5678, -2.7213, 1.2215], [-0.3480, -4.1928, 1.6010], [0.9648, -4.7804, 1.0786], [1.0542, -6.3186, 1.2102], [2.1325, -6.8964, 2.1247], [3.5602, -6.3790, 1.8333], [4.0243, -5.3373, 2.8582], [4.8199, -5.9934, 4.0270], [4.0999, -5.7845, 5.7544], [3.1898, -4.1577, 5.9745], [2.9327, -7.2263, 6.0690], [5.5372, -5.8871, 6.9722], [6.5598, -4.9237, 6.8858], [7.6663, -4.9574, 7.7393], [7.7768, -5.9654, 8.7000], [6.7643, -6.9195, 8.8135], [5.6563, -6.8781, 7.9584], [-0.9915, -1.1229, 2.9675], [-0.8611, 0.3856, 3.0829], [0.2194, 0.7279, 2.0811], [0.1955, -0.3570, 1.2051], [1.2158, -0.2848, 0.0647], [2.5356, 0.4560, 0.3347], [3.6600, -0.4741, -0.0628], [4.9658, 0.0624, 0.2896], [5.7656, -0.7766, 0.9572], [6.5615, -0.1109, 2.0459], [5.8706, -1.9443, 0.6978], [3.8275, 0.1926, 2.9741], [2.2366, 0.3265, 3.7075], [3.4840, -0.7300, 4.4313], [3.1751, -2.2111, 2.6045], [0.9365, -1.4600, 3.9818], [1.2970, -3.0013, 3.2443], [-0.2613, -2.6012, 0.1759], [-1.6421, -2.5356, 1.2444], [-1.1801, -4.7885, 1.2153], [-0.3837, -4.2931, 2.6907], [1.0486, -4.5473, 0.0158], [1.7957, -4.2742, 1.5684], [0.0895, -6.6678, 1.5932], [1.1507, -6.7530, 0.2127], [2.1181, -7.9805, 1.9812], [1.9078, -6.7195, 3.1801], [4.2461, -7.2272, 1.8274], [3.5616, -5.9621, 0.8232], [3.1366, -4.8353, 3.2466], [4.6622, -4.6014, 2.3661], [4.9249, -7.0620, 3.8278], [5.8345, -5.5873, 4.0169], [3.5714, -3.6506, 6.8608], [2.1236, -4.3410, 6.0999], [3.3435, -3.5115, 5.1151], [2.7314, -7.3676, 7.1320], [1.9747, -7.0098, 5.5917], [3.3156, -8.1582, 5.6539], [6.4972, -4.1432, 6.1344], [8.4330, -4.1999, 7.6397], [8.6434, -6.0029, 9.3471], [6.8386, -7.7074, 9.5525], [4.8820, -7.6284, 8.0646], [-0.4117, 0.6766, 4.2178], [-1.9333, 0.9569, 2.8842], [-0.7780, -0.3042, 0.6956], [0.7242, 0.2473, -0.7554], [1.4218, -1.2859, -0.3243], [2.6197, 0.7381, 1.3788], [2.5956, 1.3680, -0.2622], [3.5099, -1.4293, 0.4279], [3.6499, -0.6249, -1.1449], [7.5946, -0.0172, 1.7064], [6.5757, -0.7608, 2.9178], [6.1681, 0.8696, 2.2893], [-2.8050, 1.0079, -1.7098], [-2.2986, 1.7604, -3.2393], [-4.5727, 1.0539, -1.5973], [-2.2673, -0.6747, -1.6910], [-2.1083, 1.8860, -0.3617], [2.9773, -4.0576, -2.7025], [2.7813, -5.8076, -2.9073], [1.4112, -3.3384, -2.3256], [4.1084, -3.7354, -1.3933], [3.5996, -3.3607, -4.2064], [-5.8391, 4.3205, -3.9753], [-5.6522, 2.7359, -4.7192], [-7.5639, 4.6158, -3.6583], [-4.9517, 4.4001, -2.4572], [-5.1924, 5.5548, -5.0596], [-8.2099, 8.3491, -6.8220], [-9.2070, 9.6302, -6.0398], [-6.5244, 8.8625, -6.8918], [-8.3371, 6.8879, -5.8538], [-8.7627, 8.0377, -8.4622], [-5.9812, 12.6383, -4.0511], [-4.5701, 11.7178, -3.5301], [-7.1252, 11.5579, -4.8534], [-6.7542, 13.3826, -2.6466], [-5.4753, 13.9027, -5.1797], [-12.9276, 9.4933, -9.0256], [-13.0920, 7.7982, -9.5018], [-14.4468, 10.0646, -8.3290], [-11.6246, 9.6258, -7.8494], [-12.5318, 10.4633, -10.4525], [-9.5815, 6.0552, -12.0588], [-7.8894, 5.9312, -11.5744], [-10.4952, 4.7164, -11.3573], [-10.2508, 7.5821, -11.4769], [-9.7008, 5.9931, -13.8198], [-1.7149, 5.5310, -7.5375], [-2.7105, 6.8925, -7.0078], [-0.0104, 5.9702, -7.4147], [-2.0436, 4.1328, -6.5156], [-2.1044, 5.1417, -9.2173], [-2.1687, 8.7282, -1.6831], [-0.8803, 7.8701, -0.8434], [-3.2403, 7.5688, -2.4669], [-3.0906, 9.6951, -0.5250], [-1.4680, 9.7998, -2.9073]], "homo_lumo_gap_ev": 5.18, "spin_multiplicity": 1, "lumo_ev": 1.02, "energy_ha": -18559.508668, "charge": -1}


Entry 3:
{"formula": "C6H10N2", "method": "ωB97M-V with the def2-TZVPD basis set", "species": ["C", "C", "C", "C", "C", "C", "H", "H", "H", "H", "H", "H", "H", "H", "H", "H", "N", "N"], "positions_angstrom": [[1.8133, -0.5073, -0.9169], [0.5257, -0.9258, -0.5504], [0.0789, -0.7738, 0.8629], [-1.2312, -0.2460, 0.2968], [-1.6363, 1.0598, 0.9922], [-0.4813, 1.2459, -0.8513], [1.9233, -0.4469, -2.0055], [1.8967, 0.7001, -0.6981], [2.6005, -1.1390, -0.0629], [0.5657, -1.8739, -1.1131], [0.2005, -1.7829, 1.6413], [0.7718, 0.0775, 1.3492], [-1.8672, -1.1476, 0.0472], [-2.6976, 1.1961, 1.1367], [-1.1645, 0.9848, 2.1228], [0.1649, 1.6545, -1.5234], [-0.8474, 1.9306, 0.2334], [-0.6157, -0.0060, -0.9608]], "homo_lumo_gap_ev": 9.39, "spin_multiplicity": 1, "lumo_ev": 0.88, "energy_ha": -343.936631}


Entry 4:
{"formula": "C10H16N2PPtSe", "method": "ωB97M-V with the def2-TZVPD basis set", "species": ["C", "C", "C", "C", "C", "Pt", "P", "H", "H", "H", "H", "H", "H", "H", "H", "C", "N", "C", "C", "N", "C", "C", "Se", "H", "H", "H", "H", "H", "H", "H", "H"], "positions_angstrom": [[0.0920, 0.3388, -3.3407], [-0.1327, -0.3559, -4.5117], [-0.4560, -1.7326, -4.5550], [-0.5576, -2.5863, -3.4314], [-0.3839, -2.1598, -2.1305], [-0.2028, -0.2713, -1.4383], [-0.0650, 2.0209, -0.6894], [0.4349, 1.3761, -3.4901], [-0.0038, 0.1582, -5.4722], [-0.5759, -2.1896, -5.5456], [-0.3932, -2.9715, -1.3844], [-0.7296, -3.6521, -3.6268], [-1.1487, 2.5616, 0.0463], [0.0728, 3.0105, -1.6935], [1.0074, 2.3836, 0.1636], [-2.2130, 1.0785, 2.4385], [-0.7878, 0.8011, 2.6165], [0.0411, 1.4213, 3.4786], [1.2791, 0.8147, 3.4043], [1.2140, -0.1731, 2.4937], [2.3043, -1.0977, 2.1726], [-0.0496, -0.1493, 2.0093], [-0.6760, -1.3236, 0.8764], [-2.8036, 0.1775, 2.7037], [-2.4299, 1.3421, 1.3860], [-2.5319, 1.9165, 3.0948], [-0.2386, 2.2298, 4.1410], [2.1535, 1.0567, 3.9947], [3.1810, -0.5306, 1.7989], [2.5956, -1.6574, 3.0877], [2.0047, -1.8364, 1.4016]], "s_squared": 6.023, "homo_lumo_gap_ev": [5.67, 5.31], "spin_multiplicity": 5, "lumo_ev": [-2.23, -6.28], "energy_ha": -3361.752556, "charge": 1}